Entry 1:
ORCA calculation (ωB97M-V/def2-TZVPD) on a gas-phase ion, C3H8N3S2 (charge +1) at a distorted geometry.

Structure (ORCA input):
```
! wB97M-V def2-TZVPD RIJCOSX def2/J DEFGRID3
* xyz 1 1
C 1.13 0.64 -0.52
C 0.90 -2.06 0.53
C -2.04 0.92 -0.97
N 0.10 1.39 -0.22
N -1.08 0.87 0.15
N 1.65 -1.60 1.44
S 2.64 0.87 -0.93
S 0.42 -1.17 -0.80
H 0.62 -3.17 0.50
H -2.91 0.24 -0.79
H -2.41 1.85 -1.26
H -1.67 0.50 -1.88
H 0.24 2.41 -0.15
H 1.85 -0.58 1.63
H 1.88 -2.32 2.19
H -1.33 1.21 1.09
*
```

The largest force on an atom is 4.317 eV/A. The energy above the lowest of the compared OMol25 structures with the same formula, charge and spin comes out at 232.5 kJ/mol. The highest occupied orbital energy comes out at -12.8 eV. The total energy is -29372.664 eV. The calculation puts the gap between HOMO and LUMO at 0.3200 Ha. The calculation puts the LUMO energy at -4.12 eV.

Atom charges from the Löwdin analysis, given in e for atoms 1 to 6: -1.06, -0.52, -0.08, -0.13, -0.16, 0.10

=====

Entry 2:
ORCA calculation (ωB97M-V/def2-TZVPD) on a single C3H8N4 molecule at a distorted geometry.

Structure (ORCA input):
```
! wB97M-V def2-TZVPD RIJCOSX def2/J DEFGRID3
* xyz 0 1
C -0.48 -0.54 0.34
C 0.58 -1.17 -0.52
C 0.10 1.82 -0.26
N -2.72 -0.30 -0.29
N -2.21 0.86 -0.40
N -1.85 -1.17 0.16
N -0.89 0.83 0.12
H -0.11 -0.83 1.30
H 0.48 -2.30 -0.67
H 1.57 -0.90 -0.06
H 0.55 -0.88 -1.47
H 0.39 1.85 -1.25
H -0.28 2.83 -0.01
H 0.84 1.58 0.40
H -2.10 -2.09 0.00
*
```

The largest force on an atom is 4.410 eV/A. The energy above the lowest of the compared OMol25 structures with the same formula, charge and spin comes out at 360.4 kJ/mol. The highest occupied orbital energy comes out at -7.8 eV. The total energy is -9197.898 eV. As for the SMILES: C[C@@H]1NN=NN1C. The calculation puts the gap between HOMO and LUMO at 0.3214 Ha. The calculation puts the LUMO energy at 0.92 eV.

Atom charges from the Löwdin analysis, given in e for atoms 1 to 6: -0.33, -0.06, -0.06, -0.06, 0.02, 0.01

=====

Which of these has the highest LUMO?
C3H8N4